Here is a molecular structure, C52H73AsO4Pt from OMol25. Energies are from the ωB97M-V functional and the def2-TZVPD basis.

The value obtained for the molecular weight is 1032.152 g mol⁻¹. The value obtained for the LUMO energy (alpha / beta) is 0.40 / -1.14 eV. Its expectation value of S² is 2.0594. The HOMO energy (alpha / beta) comes out at -6.50 / -6.69 eV. For the energy above the lowest of the compared OMol25 structures with the same formula, charge and spin, the calculation gives 79.5 kJ/mol. As for the total energy: -4681.21621 a.u. Its multiplicity is 3. The calculation puts the gap between HOMO and LUMO (alpha / beta) at 6.9 / 5.6 eV.

Each line ends with the Mulliken charge.
Geometry (Å):
H -3.39434 -4.22054 3.24016  0.30
H -1.87488 1.28379 2.17583  -1.21
H 8.54240 0.14209 0.48406  0.46
H 6.42895 1.11853 3.37746  0.40
H -2.98634 -5.67293 4.15652  0.47
C 4.36429 -0.25427 1.98222  -0.35
C 3.28463 0.15885 -0.53604  0.27
As -0.73953 2.72657 -0.51111  0.69
H 5.11602 1.11055 -0.99393  0.49
H -0.14792 -4.10583 -5.28779  0.38
C 0.85443 3.89285 -0.78018  -0.45
H -4.70102 1.31868 1.39516  0.50
O 1.42068 -1.17740 0.12646  -1.01
H -7.13509 -0.17925 -0.38218  0.40
O 0.41692 0.78525 2.19882  -0.27
H 7.81412 2.55179 1.08593  0.47
H -2.67146 -1.63111 -3.18122  0.67
H -5.38124 3.71595 -0.91229  0.29
C -1.39820 -0.73480 2.57821  -0.09
H 1.54718 3.53556 -0.00785  0.38
C 1.09502 -2.60540 -3.27667  -0.37
C 0.28781 -0.01351 -2.47578  -0.29
C 2.37700 -1.49875 2.81015  -1.13
C 1.29196 1.42295 3.11123  -0.91
H -0.19230 4.66396 2.06978  0.28
C -0.53736 -4.99179 5.00141  -2.16
H -0.22229 -5.04645 -3.78648  0.41
C -1.60701 -4.03761 4.46156  1.93
C 2.02774 -1.68840 -2.79617  -1.02
H -2.33033 0.02843 -3.66983  0.23
H 0.43896 5.85865 -1.63153  0.29
C -1.03044 -2.87349 3.66639  -0.05
H -8.15489 1.25781 -0.20448  0.48
O 0.05451 1.32522 -2.88793  0.18
H 0.05622 5.73389 0.08067  0.27
H 6.13793 2.85062 1.55988  0.36
H 1.28269 3.60270 -1.74450  0.39
H 1.76512 -5.09196 -2.24401  0.39
H 0.12606 2.50947 -4.52661  0.31
C 3.08221 -0.70996 1.72578  -0.96
C 0.35984 1.47893 -4.26234  -1.12
C 2.40158 -4.72488 -3.04491  -1.68
H -0.96968 4.73583 -2.96436  0.29
H -0.24177 0.79778 -4.87682  0.34
C -3.00891 0.21747 0.76460  0.77
C -1.94865 4.56349 -2.52270  -1.67
H 3.21185 -4.15540 -2.60130  0.32
C -6.61537 1.71443 -2.31902  -2.07
H 1.41829 1.27372 -4.46291  0.32
C 2.52039 -0.57657 0.42337  0.43
H -2.05378 -5.23601 2.71873  0.38
H 2.77767 -1.18859 3.78528  0.36
C 2.70336 0.53511 -1.89265  -0.45
H 0.04387 -5.43166 4.19542  0.41
C -1.87746 -1.91016 3.13020  -0.74
C -7.15201 0.85981 -0.05730  -1.78
C 1.65984 -0.42637 -2.38888  0.11
H -4.42097 0.60805 -2.80812  0.56
C -2.57405 -4.84134 3.58765  -1.71
Pt 0.07154 0.42513 -0.28569  2.00
H 2.24438 0.90971 3.22568  0.31
H 2.67911 -2.54446 2.68151  0.62
C 7.48972 -0.09770 0.33455  -1.64
H -3.02416 2.99084 -1.51248  -0.72
H 2.82331 -5.57362 -3.58042  0.44
C 1.58094 -3.85022 -3.99863  1.83
H -3.16954 -2.80300 5.34314  0.32
C -6.08590 3.11571 -0.33850  -1.62
H 1.73327 5.83581 -0.44766  0.41
C -2.03625 3.15788 -1.95109  1.03
H -7.06986 3.57499 -0.42245  0.50
C 0.86519 -1.52244 2.91273  0.64
C 0.75596 5.41581 -0.69088  -1.42
H -2.65860 3.14297 1.05370  0.16
H -1.73427 4.48500 2.90281  0.43
C -2.36135 -3.45227 5.66629  -1.61
H -5.79179 3.15393 0.70751  0.29
H 3.36901 -2.90104 -4.81246  0.35
H 6.97712 -0.51284 2.95639  0.39
H 0.81235 1.52138 4.09243  0.31
C -2.38786 0.31612 2.14597  -0.21
H -0.69862 3.08121 2.65076  0.02
C -2.86697 -0.19597 -1.63335  1.10
H -2.11957 5.31631 -1.75226  0.27
H 6.52789 2.46639 -0.11382  0.31
H -7.60136 2.17298 -2.35922  0.46
H -6.91806 0.89017 1.00391  0.31
H 7.34094 -1.15172 0.56354  0.35
C -4.05542 0.48610 -1.79869  -0.30
C 6.78144 2.25106 0.91964  -1.70
C -4.19709 0.87961 0.54272  -1.13
C 2.46411 -3.38337 -5.17013  -1.59
H -1.00302 -3.00249 -3.40569  0.59
C 0.43409 -4.68598 -4.57437  -2.15
C 0.32699 -2.67641 3.48308  -0.60
H 0.83980 -5.55223 -5.09338  0.45
C -0.25038 -2.27456 -3.14818  -0.48
H 1.92142 -2.67128 -5.79053  0.33
H -1.01682 -5.80366 5.54704  0.44
H -1.68188 -2.86642 6.28277  0.35
H -5.94195 2.30052 -2.93954  0.35
C -1.75106 3.72951 0.88145  -0.60
H -3.19705 0.34943 2.88249  0.87
H 7.24817 0.05725 -0.71392  0.32
H -1.91394 2.43155 -2.75115  -0.07
C 5.14592 0.36456 1.01528  0.22
H 0.13332 -4.47708 5.68655  0.40
C -6.13085 1.67179 -0.86807  2.10
H 1.01946 -3.43514 3.80983  0.64
O -1.37545 -1.25587 -0.13284  -0.68
H 4.75991 -0.41515 2.97384  0.49
H -2.94924 -2.04015 3.16427  0.62
H 3.07774 -1.93908 -2.76251  0.75
H -2.69907 4.70358 -3.30102  0.48
H -2.06590 4.67756 0.43277  0.61
H 8.07707 0.85426 2.81357  0.44
C -4.77261 1.00256 -0.72340  0.06
H 1.49662 2.41247 2.70211  0.17
H -2.78575 -4.24421 6.28115  0.46
C -2.35213 -0.45592 -0.32207  -0.29
C -1.04940 4.00503 2.20326  -1.10
C -0.68746 -1.01183 -2.78330  0.60
H -6.69610 0.71136 -2.72999  0.39
C 7.04212 0.53914 2.69172  -2.09
C -2.16457 -0.70905 -2.87424  -1.42
C 4.55612 0.58761 -0.22908  -0.57
H 3.52889 0.58933 -2.61041  0.79
C -0.01303 -0.49607 2.56263  -0.26
H 2.75265 -4.22966 -5.79021  0.45
H 2.26037 1.53749 -1.80541  -0.58
C 6.59517 0.76244 1.24494  2.13